The following is a DFT calculation (wB97M-V/def2-TZVPD) of a cluster of 3 separate species, C2H7FN3O2 in total at a distorted geometry.

## Properties
F_max = 2.19 eV/A
Kohn-Sham gap (alpha / beta) = 0.2145 / 0.2145 Eh
DFT total energy = -13465.5884 eV
HOMO energy (alpha / beta) = -1.710 / -1.709 eV
net charge = -1
energy relative to the best compared isomer or geometry (same formula, charge and spin) = 262.7 kJ/mol

```
15
Properties=species:S:1:pos:R:3:forces:R:3
C 0.305 -0.900 -0.175 -0.2655 0.2039 0.8190
C 0.159 0.539 0.018 -1.2946 -0.4392 1.3724
F 1.074 -1.569 0.912 0.0113 0.3936 -0.6689
H -0.872 0.914 -0.063 0.5507 -0.2355 0.0152
H 0.046 0.903 1.754 1.2109 1.4171 1.1519
N -1.046 -1.590 0.084 -0.0866 0.3818 0.1239
O -1.721 -1.928 -0.878 -0.0108 -0.2005 -0.4108
O -1.409 -1.717 1.233 0.0886 0.1784 -0.3264
N 1.183 1.356 -0.557 -0.4501 1.3108 -1.3717
H 1.991 1.508 0.039 -0.2777 0.1708 0.3597
H 0.789 2.288 -0.843 0.8174 -1.4465 0.4778
N 0.866 -1.316 -1.387 0.7038 -0.6740 -0.6790
H 0.186 -1.774 -1.981 0.0221 0.1022 0.1629
H 1.277 -0.501 -1.839 -0.2837 -0.0962 0.0775
H 0.348 1.460 2.490 -0.7359 -1.0666 -1.1037
```
Positions in Å, forces in eV/Å.



The following is a DFT calculation (wB97M-V/def2-TZVPD) of the molecule C2H7FN4 at a distorted geometry.

## Properties
F_max = 7.41 eV/A
Kohn-Sham gap = 0.3394 Eh
SMILES = N/N=C(/CF)NN
DFT total energy = -10861.7535 eV
HOMO energy = -8.296 eV
net charge = 0
energy relative to the best compared isomer or geometry (same formula, charge and spin) = 154.0 kJ/mol

```
14
Properties=species:S:1:pos:R:3:forces:R:3
N 2.535 0.143 -0.185 0.6563 -1.8511 -0.9537
N 1.489 -0.753 0.245 -1.0244 0.8986 -1.0132
C 0.319 -0.185 0.171 -0.0340 -2.9518 2.6264
C -0.936 -1.141 0.478 4.2069 -1.7336 -5.8524
F -1.785 -0.862 -0.643 -0.7693 -0.1755 1.3184
N 0.014 1.123 -0.024 1.1970 1.8799 -0.9269
N -1.299 1.580 0.140 -0.9430 -0.1857 -1.2904
H 3.354 -0.527 -0.659 -3.1903 2.6134 1.2469
H 1.959 0.735 -0.831 2.0744 -0.3636 -0.3308
H -0.581 -2.208 0.118 -0.3407 2.0357 1.5714
H -1.313 -1.178 1.437 -1.5806 0.4844 1.7766
H 0.652 1.895 0.239 -0.1634 -1.2904 -0.2838
H -1.915 1.209 -0.640 1.1688 0.6166 1.4436
H -1.554 1.137 0.994 -1.2576 0.0232 0.6681
```
Positions in Å, forces in eV/Å.



The following is a DFT calculation (wB97M-V/def2-TZVPD) of the molecule C2H7FSi at a distorted geometry.

## Properties
F_max = 2.70 eV/A
Kohn-Sham gap = 0.4388 Eh
SMILES = CC[SiH2]F
DFT total energy = -12783.3705 eV
HOMO energy = -10.946 eV
net charge = 0
energy relative to the best compared isomer or geometry (same formula, charge and spin) = 104.9 kJ/mol

```
11
Properties=species:S:1:pos:R:3:forces:R:3
C 0.942 0.746 0.861 1.3264 -0.2726 -2.3311
C 0.279 -0.556 0.385 0.0670 -1.5939 -0.3845
Si -1.097 -0.290 -0.923 -0.7237 0.1127 0.6667
F -2.730 -0.206 -0.654 1.2375 -0.0735 0.6641
H 0.262 1.502 1.096 -1.2234 1.2124 0.4787
H 1.553 0.580 1.706 0.8653 -0.1186 0.9128
H 1.617 1.190 -0.005 -1.3273 -0.9814 1.7436
H 1.109 -1.070 -0.184 -1.0251 0.2678 -0.0015
H 0.026 -1.427 1.120 0.2082 2.0495 -0.6767
H -0.918 0.958 -1.641 0.4243 0.4447 -0.1583
H -1.042 -1.426 -1.760 0.1708 -1.0470 -0.9137
```
Positions in Å, forces in eV/Å.



The following is a DFT calculation (wB97M-V/def2-TZVPD) of the molecule C2H7N at a distorted geometry.

## Properties
F_max = 3.26 eV/A
Kohn-Sham gap = 0.3861 Eh
SMILES = CNC
DFT total energy = -3676.2454 eV
HOMO energy = -9.360 eV
net charge = 0
energy relative to the best compared isomer or geometry (same formula, charge and spin) = 119.3 kJ/mol

```
10
Properties=species:S:1:pos:R:3:forces:R:3
C 0.781 -0.867 -0.252 1.4076 -0.8723 -0.7019
N -0.561 -0.379 0.166 1.4698 1.7018 -0.4093
C -0.451 1.127 0.016 0.6433 0.7315 3.1090
H 1.692 -0.328 0.235 -1.5549 -0.7569 -0.3296
H 1.000 -0.689 -1.386 -0.8977 -0.4104 1.9033
H 0.893 -1.983 -0.037 -0.2155 1.4460 -0.3919
H -0.648 -0.491 1.184 0.1189 -0.3354 -0.6695
H -1.009 1.634 0.978 0.7250 -0.9466 -2.9747
H -0.611 1.566 -0.994 -0.6045 -0.5764 0.8520
H 0.631 1.384 0.269 -1.0921 0.0186 -0.3876
```
Positions in Å, forces in eV/Å.



The following is a DFT calculation (wB97M-V/def2-TZVPD) of the molecule C2H7N at a distorted geometry.

## Properties
F_max = 2.52 eV/A
Kohn-Sham gap = 0.3742 Eh
SMILES = CNC
DFT total energy = -3676.6140 eV
HOMO energy = -8.950 eV
net charge = 0
energy relative to the best compared isomer or geometry (same formula, charge and spin) = 83.8 kJ/mol

```
10
Properties=species:S:1:pos:R:3:forces:R:3
C 0.531 -0.451 1.007 -0.7010 -1.1174 -1.7014
N 0.240 -0.485 -0.468 0.2828 0.0561 1.7461
C -0.508 0.664 -0.933 0.8728 1.5116 0.5091
H -0.360 -0.506 1.602 -0.7240 -0.5961 0.4076
H 1.033 0.341 1.452 1.1045 2.2519 -0.2582
H 1.213 -1.257 1.148 0.0948 -1.0277 0.5421
H -0.248 -1.375 -0.525 -0.2021 0.3675 -0.6885
H -0.543 0.700 -2.003 -0.2386 -0.4163 -0.7299
H 0.203 1.551 -0.726 -1.5526 -0.9826 0.1265
H -1.561 0.819 -0.554 1.0634 -0.0469 0.0465
```
Positions in Å, forces in eV/Å.



The following is a DFT calculation (wB97M-V/def2-TZVPD) of a cluster of 2 separate species, C2H7N in total.

## Properties
F_max = 0.51 eV/A
Kohn-Sham gap = 0.4166 Eh
SMILES = C=C.N
DFT total energy = -3676.7352 eV
HOMO energy = -10.149 eV
net charge = 0
energy relative to the best compared isomer or geometry (same formula, charge and spin) = 72.1 kJ/mol

```
10
Properties=species:S:1:pos:R:3:forces:R:3
C 1.333 -1.240 0.155 -0.0854 0.0526 -0.2553
C 1.038 -0.999 -1.123 0.0353 -0.0459 0.2683
H 1.488 -2.262 0.519 -0.0528 0.4443 -0.1086
H 1.428 -0.422 0.879 -0.0240 -0.3605 -0.2721
H 0.942 -1.817 -1.846 0.0338 0.3739 0.2667
H 0.882 0.023 -1.487 0.0650 -0.4327 0.1134
N -1.540 1.838 0.701 -0.3860 -0.2689 0.0384
H -1.367 0.853 0.476 -0.1013 0.4442 0.1069
H -2.284 2.161 0.074 0.3509 -0.1793 0.3247
H -1.920 1.864 1.652 0.1645 -0.0278 -0.4823
```
Positions in Å, forces in eV/Å.



The following is a DFT calculation (wB97M-V/def2-TZVPD) of a structure of composition C2H7N2 at a distorted geometry.

## Properties
F_max = 4.25 eV/A
Kohn-Sham gap = 0.4172 Eh
DFT total energy = -5159.0022 eV
HOMO energy = -14.997 eV
net charge = +1
energy relative to the best compared isomer or geometry (same formula, charge and spin) = 237.7 kJ/mol

```
11
Properties=species:S:1:pos:R:3:forces:R:3
C 0.421 0.936 -0.041 3.7668 -1.7051 1.0035
C -0.367 -0.861 0.336 -0.2348 -0.8641 0.8373
N -0.495 0.449 0.944 -0.3919 0.0642 -0.0368
N -0.096 -0.144 -0.955 -0.3846 0.0037 -0.7923
H 0.393 1.971 -0.353 0.1180 0.0246 -0.1581
H 1.612 0.419 0.188 -2.9669 2.1851 -0.7352
H 0.551 -1.404 0.627 -0.2278 0.1310 -0.2317
H -1.233 -1.520 0.369 0.0113 0.1320 -0.2038
H -0.337 0.589 1.934 0.1699 -0.0542 -0.0809
H -0.983 0.120 -1.401 0.1892 0.0121 0.1028
H 0.535 -0.556 -1.649 -0.0492 0.0706 0.2952
```
Positions in Å, forces in eV/Å.



The following is a DFT calculation (wB97M-V/def2-TZVPD) of a cluster of 2 separate species, C2H7N2O2 in total at a distorted geometry.

## Properties
F_max = 5.21 eV/A
Kohn-Sham gap = 0.2929 Eh
DFT total energy = -9249.2797 eV
HOMO energy = -14.848 eV
net charge = +1
energy relative to the best compared isomer or geometry (same formula, charge and spin) = 722.9 kJ/mol

```
13
Properties=species:S:1:pos:R:3:forces:R:3
C -1.638 0.959 -0.081 1.1821 -1.0076 -0.7737
C -1.105 -0.189 0.642 0.0329 5.2010 0.2839
N 2.363 -0.382 0.596 -1.5326 -0.8765 2.3259
N 1.410 0.012 -0.073 1.5493 -0.4764 -0.2782
O 3.626 -0.111 0.302 -0.7219 1.4515 -2.8745
O 1.648 0.654 -1.260 -2.9525 1.3690 0.8581
H -1.490 1.866 0.471 -0.4721 0.5061 0.2770
H -0.808 1.049 -0.901 -1.0472 -0.2967 0.6196
H -2.612 0.821 -0.633 1.1208 -0.0139 0.5901
H -1.244 -1.117 0.360 -0.6888 -4.6647 -1.9100
H -0.655 -0.113 1.602 0.5696 0.4474 0.6354
H 4.181 -0.585 0.900 0.3408 -0.7722 1.0781
H 2.439 0.398 -1.660 2.6197 -0.8670 -0.8318
```
Positions in Å, forces in eV/Å.



The following is a DFT calculation (wB97M-V/def2-TZVPD) of the ion C2H7N2O2 with charge +1 at a distorted geometry.

## Properties
F_max = 4.16 eV/A
Kohn-Sham gap = 0.3957 Eh
SMILES = NC/C(O)=[NH+]\O
DFT total energy = -9252.8214 eV
HOMO energy = -15.156 eV
net charge = +1
energy relative to the best compared isomer or geometry (same formula, charge and spin) = 381.2 kJ/mol

```
13
Properties=species:S:1:pos:R:3:forces:R:3
N 0.299 -0.448 -1.218 1.0226 0.4986 2.0244
C -0.887 -0.093 -0.435 1.2807 2.4660 1.5656
C -0.233 0.565 0.912 0.5003 -2.6675 -3.1550
O -0.717 1.717 1.323 2.1938 0.1690 2.1093
N 0.925 -0.006 1.289 -1.9730 2.6366 2.3206
O 1.537 -1.238 1.081 -1.2974 0.3404 -1.6300
H 0.120 -0.502 -2.173 -0.6008 -0.4300 -1.9668
H 1.002 0.288 -1.112 -0.2457 -0.2001 -0.3773
H -1.472 0.764 -0.871 0.0020 -1.2488 0.3840
H -1.402 -1.006 -0.162 -0.6350 0.2043 -0.0050
H -0.185 2.211 2.096 -1.5219 -1.5800 -2.1928
H 1.167 0.461 2.190 1.1536 -1.2145 -0.7656
H 1.312 -1.510 0.095 0.1208 1.0261 1.6887
```
Positions in Å, forces in eV/Å.



The following is a DFT calculation (wB97M-V/def2-TZVPD) of a cluster of 2 separate species, C2H7N2O3S in total at a distorted geometry.

## Properties
F_max = 4.25 eV/A
Kohn-Sham gap = 0.2975 Eh
DFT total energy = -22145.4250 eV
HOMO energy = -4.159 eV
net charge = -1
energy relative to the best compared isomer or geometry (same formula, charge and spin) = 49.1 kJ/mol

```
15
Properties=species:S:1:pos:R:3:forces:R:3
C 1.704 0.529 0.184 -0.6161 -0.0982 -0.4196
C 0.462 -0.356 0.100 1.9915 -0.4722 0.6914
N -0.603 -2.271 0.112 -2.6063 -3.2910 0.6587
N 0.505 -1.607 0.351 1.9991 0.8205 -0.0102
O -3.040 -1.044 -0.023 0.3937 0.2578 0.9542
O -2.238 1.006 -1.086 1.6520 0.0039 1.3712
O -4.076 1.055 0.551 0.6726 0.0360 0.6221
S -2.767 0.357 0.448 -2.1766 0.0629 -2.1684
H 1.564 1.451 -0.432 0.1836 -0.7954 0.3357
H 2.577 -0.049 -0.160 -0.2321 0.3267 0.0335
H 1.908 0.861 1.202 -0.0094 0.0401 0.1505
H -0.464 -0.014 -0.214 -1.2073 1.3586 -0.7907
H -0.531 -3.314 0.392 -0.3347 2.7736 -0.4643
H -1.582 -1.771 0.194 1.6176 -1.1685 -0.4087
H -3.041 1.135 -1.560 -1.3276 0.1451 -0.5554
```
Positions in Å, forces in eV/Å.



The following is a DFT calculation (wB97M-V/def2-TZVPD) of a cluster of 2 separate species, C2H7N2OS in total at a distorted geometry.

## Properties
F_max = 4.04 eV/A
Kohn-Sham gap (alpha / beta) = 0.2851 / 0.2838 Eh
DFT total energy = -18040.3305 eV
HOMO energy (alpha / beta) = -13.845 / -13.857 eV
net charge = +1
energy relative to the best compared isomer or geometry (same formula, charge and spin) = 314.2 kJ/mol

```
13
Properties=species:S:1:pos:R:3:forces:R:3
C -1.040 -0.800 -0.384 4.0225 0.3440 -0.0492
C 1.925 1.329 0.752 -2.1840 2.6545 -0.0112
N -1.256 -0.610 -1.656 -1.2608 -0.1504 0.0877
N -1.859 -0.887 0.611 0.4516 -0.7113 0.4209
O 2.214 0.215 -0.092 0.2500 -0.2162 0.2639
S 1.552 -1.147 0.326 -2.2570 0.1400 -0.8074
H 1.372 2.121 0.070 1.2006 -1.5568 1.3774
H 2.756 1.832 1.270 0.3134 -0.6371 -0.8278
H 1.230 1.028 1.562 0.2831 0.0364 -0.5776
H -2.194 -0.614 -2.084 0.5275 0.1222 0.3123
H -0.496 -0.357 -2.257 0.2655 -0.2178 -0.1560
H -2.839 -1.044 0.357 0.0931 0.0849 1.1706
H -1.365 -1.066 1.525 -1.7054 0.1077 -1.2035
```
Positions in Å, forces in eV/Å.



The following is a DFT calculation (wB97M-V/def2-TZVPD) of the molecule C2H7N3 at a distorted geometry.

## Properties
F_max = 2.17 eV/A
Kohn-Sham gap = 0.3771 Eh
SMILES = [H]/N=C/NNC
DFT total energy = -6656.3372 eV
HOMO energy = -9.277 eV
net charge = 0
energy relative to the best compared isomer or geometry (same formula, charge and spin) = 156.2 kJ/mol

```
12
Properties=species:S:1:pos:R:3:forces:R:3
H 2.788 0.935 0.204 0.1924 -0.7878 -0.2059
N 2.292 0.090 -0.123 0.7627 1.2484 0.2888
C 1.079 0.295 0.158 -0.9081 0.0553 0.2466
N 0.110 -0.594 -0.260 0.1822 1.9436 0.9501
N -1.136 -0.559 0.342 -1.1501 -0.0394 0.1274
C -1.944 0.516 -0.216 -0.3360 1.0303 0.7605
H 0.682 1.164 0.748 0.2453 -0.6740 -0.5988
H 0.477 -1.457 -0.539 0.1716 -1.5245 -0.4319
H -1.126 -0.479 1.355 0.4892 -0.1439 -0.1221
H -2.946 0.589 0.284 1.0246 -0.1617 -0.2329
H -2.119 0.307 -1.245 -0.1504 -0.1675 -0.8600
H -1.432 1.522 -0.171 -0.5234 -0.7789 0.0781
```
Positions in Å, forces in eV/Å.